[1]
The following is a quantum chemistry calculation of C3H4N2O in the gas phase, from OMol25.

Values from the calculation:
SMILES string = Nc1cocn1

Last column: Löwdin charge in e.
Cartesian coordinates (Å):
1 N 1.7761 -0.1521 0.4036  0.09
2 C 0.4116 -0.0387 0.1274  -0.40
3 C -0.2982 1.0874 -0.1224  -0.06
4 O -1.6038 0.7162 -0.3252  0.02
5 C -1.6020 -0.6106 -0.1477  -0.21
6 N -0.4473 -1.1287 0.1150  0.14
7 H 2.3604 0.2065 -0.3406  0.09
8 H 2.0322 -1.1061 0.6188  0.08
9 H -0.0721 2.1392 -0.0981  0.12
10 H -2.5569 -1.1130 -0.2308  0.13

Cartesian forces (eV/Å) of the 6 atoms listed first:
0.0 -0.1 -0.1
0.0 0.3 0.0
0.2 -0.1 0.1
0.0 -0.1 0.1
0.0 -0.2 0.0
-0.1 0.2 -0.1

---

[2]
The following is a quantum chemistry calculation of C3H4N2O in the gas phase at a distorted geometry, from OMol25.

Values from the calculation:
SMILES string = O=Cn1cc[nH]1

Last column: Löwdin charge in e.
Cartesian coordinates (Å):
1 O 2.7855 0.2004 -0.0010  0.00
2 C 1.7125 -0.4099 -0.0346  -0.35
3 N 0.4904 0.0662 -0.1001  -0.04
4 C -0.6306 1.2382 -0.1808  0.09
5 C -1.5194 0.2477 -0.0812  -0.10
6 N -0.5990 -0.8124 -0.1045  0.00
7 H 1.5109 -1.5189 -0.0222  0.15
8 H -0.5447 2.3213 -0.1803  0.09
9 H -2.4981 0.0456 0.0629  0.08
10 H -0.7076 -1.3781 0.6419  0.08

Cartesian forces (eV/Å) of the 6 atoms listed first:
-1.8 -1.2 0.0
2.6 0.3 -0.1
-3.4 3.6 0.0
2.2 -1.5 0.6
3.0 0.1 -0.4
-1.0 1.4 -3.4

---

[3]
The following is a quantum chemistry calculation of C3H4N2O in the gas phase, from OMol25.

Values from the calculation:
SMILES string = Nc1cnco1

Last column: Löwdin charge in e.
Cartesian coordinates (Å):
1 N -1.5677 -0.5106 0.7703  0.11
2 C -0.3731 -0.0998 0.1800  -0.37
3 C 0.8384 -0.6632 -0.0337  -0.09
4 N 1.6354 0.2067 -0.7600  0.08
5 C 0.8823 1.2407 -0.9341  -0.21
6 O -0.3508 1.1423 -0.4066  0.08
7 H -1.5843 -0.3839 1.7771  0.09
8 H -1.7939 -1.4666 0.5402  0.09
9 H 1.1836 -1.6291 0.3077  0.11
10 H 1.1301 2.1636 -1.4410  0.13

Cartesian forces (eV/Å) of the 6 atoms listed first:
0.1 0.1 0.1
0.2 -0.2 0.0
-0.2 -0.1 0.1
-0.2 0.3 0.0
0.3 -0.1 -0.1
-0.1 -0.1 0.1

---

Here are the calculated molar mass numbers, same order: 84.1, 84.1, 84.1 (g/mol).
Here are the calculated ΔE to the lowest compared entry with this formula, charge and spin numbers, same order: 84.02, 421.40, 88.17 (kJ/mol).
Here are the calculated LUMO level numbers, same order: 1.06, 0.81, 0.88 (eV).